#i
Computed, not measured: a single C8H18OSi molecule, with ωB97M-V/def2-TZVPD.

As for the molar mass: 158.3 g mol⁻¹. As for the SMILES: C=C[Si@@](CC)(OC)C(C)C. The HOMO energy is -0.31917 Ha.

CARTESIAN COORDINATES (ANGSTROEM)
C  -1.28248  2.80689  0.07086
C  -0.95287  1.72893  0.79462
Si  -0.39661  0.07338  0.19128
C  -1.35950  -1.31958  0.84495
C  -2.73702  -1.56453  0.21592
O  -0.26102  0.16982  -1.45576
C  -0.25139  -0.86383  -2.41700
C  1.67483  -0.01437  0.86520
C  2.20006  1.44366  0.70922
C  2.50176  -1.10710  0.13531
H  -1.19413  3.82007  0.44055
H  -1.39461  2.82011  -0.98368
H  -0.65242  1.98820  1.81661
H  -0.78028  -2.21413  0.71985
H  -1.46733  -1.09154  1.97295
H  -3.33087  -2.43925  0.65026
H  -3.40056  -0.77245  0.47216
H  -2.57679  -1.81047  -0.86119
H  0.16066  -1.76212  -2.01752
H  0.44505  -0.42113  -3.08723
H  -1.24845  -0.82573  -3.02734
H  1.71903  -0.22383  2.05041
H  1.98203  1.66143  -0.38871
H  1.48019  2.09618  1.27488
H  3.29083  1.55550  0.93430
H  2.77064  -0.50826  -0.70560
H  1.75891  -1.85543  -0.06503
H  3.30234  -1.37044  0.84972


#ii
Computed, not measured: 2 unconnected molecules or ions with the total composition C8H18OSi, with ωB97M-V/def2-TZVPD.

As for the molar mass: 158.3 g mol⁻¹. The HOMO energy (spin up / spin down) is -0.27746 / -0.24029 Ha.

CARTESIAN COORDINATES (ANGSTROEM)
C  -3.43830  -2.80400  0.10853
C  -3.04435  -1.64732  0.74859
C  1.19920  2.14598  0.81748
C  2.47515  -0.00677  1.11761
C  2.67498  1.28162  -0.98219
C  -1.30146  0.91280  -1.48343
C  -1.95393  -1.56174  1.57507
C  1.76369  0.84866  0.14918
O  0.49949  -1.31190  -1.51892
Si  0.15381  -0.08887  -0.55402
H  -4.45563  -2.74997  -0.38738
H  -3.26926  -3.86492  0.40776
H  -3.67552  -0.82343  0.53884
H  0.83291  2.68403  0.06383
H  0.55045  1.90742  1.63999
H  2.08977  2.72252  1.20003
H  2.96962  -0.79225  0.57260
H  1.76369  -0.38067  1.84149
H  3.23276  0.58036  1.72433
H  3.12581  0.48550  -1.48494
H  2.19666  1.68615  -1.87328
H  3.46323  1.92218  -0.81255
H  -2.25176  0.49560  -1.08723
H  -1.21191  1.94618  -1.32943
H  -1.31995  0.78666  -2.54355
H  -1.22622  -2.32203  1.61155
H  -2.02024  -0.77784  2.34105
H  0.17732  -1.27395  -2.40101


The structure with the least stability is #ii.


#i
Computed, not measured: a molecular structure, C36H47AsGeO6PdSSb, with ωB97M-V/def2-TZVPD.

As for the molar mass: 983.5 g mol⁻¹. The expectation value of S² is 0.753. The HOMO energy (spin up / spin down) is -0.27408 / -0.31344 Ha. As for the spin multiplicity: 2.

CARTESIAN COORDINATES (ANGSTROEM)
Pd  0.45673  0.31176  -0.62628
O  -1.49405  -2.42689  2.21344
As  -0.25998  -2.38993  0.97104
O  0.65412  -3.71995  1.14114
O  0.58323  -0.88790  1.14601
C  -1.14897  -2.32343  -0.74989
C  -0.73148  -3.34590  -1.59909
C  -1.23334  -3.44205  -2.88952
C  -2.18524  -2.53534  -3.32649
C  -2.62042  -1.52361  -2.48157
C  -2.09728  -1.39836  -1.20314
S  -2.62282  0.06852  -0.30291
O  -2.31365  -0.16844  1.10627
O  -4.01612  0.25369  -0.60169
O  -1.76192  1.13243  -0.85907
H  -2.13256  -1.72599  1.97121
H  -0.00766  -4.06025  -1.22767
H  -0.88796  -4.23136  -3.54446
H  -2.59831  -2.61885  -4.32351
H  -3.37677  -0.81835  -2.80108
C  2.69582  -4.66775  -2.82850
C  2.61883  -3.65962  -3.78140
C  2.62681  -2.33063  -3.38729
C  2.71970  -1.99767  -2.03569
C  2.79490  -3.01671  -1.08708
C  2.77985  -4.34787  -1.48003
Ge  2.59101  -0.17413  -1.41442
C  4.15069  0.46721  -0.47821
C  5.28286  -0.33666  -0.36594
C  6.39444  0.10857  0.33608
C  6.38469  1.36178  0.92940
C  5.26056  2.17148  0.82619
C  4.14827  1.72130  0.13348
C  1.59382  1.10369  -2.47085
C  1.81223  2.50509  -2.45804
C  0.89598  3.36282  -3.00710
C  -0.29621  2.86541  -3.55917
C  -0.54940  1.51958  -3.56644
C  0.38745  0.62540  -3.02053
H  2.68447  -5.70531  -3.13838
H  2.55147  -3.91037  -4.83249
H  2.56188  -1.55072  -4.13820
H  2.82212  -2.78470  -0.02971
H  2.80362  -5.12645  -0.72899
H  5.29918  -1.31656  -0.82937
H  7.26905  -0.52350  0.41966
H  7.25155  1.70621  1.47848
H  5.24951  3.14706  1.29570
H  3.26366  2.34629  0.08297
H  2.73445  2.89617  -2.04551
H  1.08847  4.42799  -3.01586
H  -1.02398  3.55273  -3.97019
H  -1.47832  1.13954  -3.96847
H  0.22076  -0.44342  -3.13388
C  -1.40482  -1.37879  5.45704
C  -1.72201  -0.00759  4.86922
C  -1.63963  1.07056  5.94479
C  -3.12108  -0.02974  4.25952
Sb  -0.26322  0.38803  3.23443
C  1.71488  -0.08883  4.04161
C  2.74407  0.54232  3.11290
C  1.90108  0.42393  5.46877
C  1.88572  -1.60834  4.02508
C  -0.31830  2.55025  2.82900
C  0.39429  3.33143  3.93044
C  0.35428  2.81976  1.48380
C  -1.78197  2.97399  2.73272
H  -2.18894  -1.63582  6.17755
H  -0.45648  -1.38923  5.99533
H  -1.38706  -2.15665  4.69276
H  -2.32686  0.80271  6.75567
H  -1.94708  2.04926  5.57520
H  -0.64405  1.16107  6.38116
H  -3.84958  -0.16475  5.06626
H  -3.24933  -0.85935  3.56579
H  -3.37456  0.88833  3.73176
H  2.73081  1.63361  3.14768
H  2.59450  0.22064  2.08208
H  3.74652  0.22147  3.41926
H  1.76504  1.50227  5.55958
H  2.92397  0.19530  5.78885
H  1.23102  -0.06786  6.17438
H  1.80273  -2.02444  3.02211
H  1.17166  -2.12302  4.66713
H  2.88961  -1.84040  4.39842
H  1.46226  3.11177  3.96189
H  -0.02297  3.15382  4.92141
H  0.28764  4.40131  3.71774
H  1.37675  2.43991  1.43903
H  0.39075  3.90386  1.32592
H  -0.22379  2.39779  0.65835
H  -2.30592  2.89767  3.68614
H  -2.32377  2.39004  1.98750
H  -1.81814  4.02436  2.42433


#ii
Computed, not measured: a molecular structure, C36H47AsGeO6PdSSb, with ωB97M-V/def2-TZVPD.

As for the molar mass: 983.5 g mol⁻¹. The expectation value of S² is 0.754. The HOMO energy (spin up / spin down) is -0.27111 / -0.31152 Ha. As for the spin multiplicity: 2.

CARTESIAN COORDINATES (ANGSTROEM)
Pd  1.10501  -0.95851  -0.72695
O  1.12461  2.83716  1.57162
As  1.11430  2.06050  0.00253
O  0.56779  3.08435  -1.13242
O  0.13160  0.65945  0.21821
C  2.91085  1.44671  -0.38575
C  3.43615  2.00811  -1.54559
C  4.68181  1.61723  -2.01667
C  5.41784  0.67567  -1.31608
C  4.91084  0.12325  -0.14665
C  3.65784  0.49407  0.31774
S  3.05631  -0.37763  1.76598
O  2.25974  0.59634  2.51352
O  4.21262  -0.87558  2.45771
O  2.20879  -1.45670  1.21088
H  1.61306  2.22148  2.15798
H  2.84694  2.74309  -2.07886
H  5.07022  2.05225  -2.92836
H  6.39453  0.37262  -1.67125
H  5.48035  -0.59699  0.42547
C  2.78440  2.32392  -5.54235
C  3.11506  0.97529  -5.55515
C  2.37494  0.07462  -4.80298
C  1.29958  0.51470  -4.03018
C  0.97487  1.87141  -4.02213
C  1.71552  2.77015  -4.77752
Ge  0.32102  -0.73336  -2.92548
C  -1.57736  -0.81371  -3.27230
C  -2.14950  -0.03838  -4.27906
C  -3.51769  -0.08451  -4.50949
C  -4.32495  -0.90785  -3.73781
C  -3.76548  -1.68464  -2.73177
C  -2.39985  -1.63317  -2.49858
C  1.22506  -2.39961  -2.54573
C  0.58616  -3.65560  -2.37987
C  1.22035  -4.68176  -1.73106
C  2.49780  -4.49473  -1.16882
C  3.13563  -3.29084  -1.29208
C  2.51027  -2.22745  -1.98137
H  3.36205  3.02766  -6.12852
H  3.94789  0.62483  -6.15172
H  2.63942  -0.97683  -4.81798
H  0.18160  2.24489  -3.38574
H  1.46401  3.82276  -4.75310
H  -1.52549  0.60612  -4.88729
H  -3.95345  0.52373  -5.29164
H  -5.39173  -0.94250  -3.91832
H  -4.39469  -2.32432  -2.12558
H  -1.97145  -2.22520  -1.69703
H  -0.40200  -3.80776  -2.79756
H  0.73355  -5.64475  -1.64053
H  2.97339  -5.30823  -0.63696
H  4.11330  -3.13574  -0.85521
H  3.09871  -1.34087  -2.21121
C  -1.18404  2.95202  4.26418
C  -0.98484  1.45044  4.44744
C  -2.07174  0.86912  5.34583
C  0.39178  1.19767  5.05400
Sb  -1.00374  0.52734  2.41463
C  -2.75717  1.33001  1.37313
C  -3.06215  0.42817  0.17960
C  -3.97386  1.41242  2.29366
C  -2.40471  2.72539  0.85586
C  -1.33871  -1.63076  2.67805
C  -2.77556  -1.91308  3.11362
C  -1.04778  -2.35418  1.36526
C  -0.35227  -2.12096  3.73638
H  -1.03736  3.44165  5.23350
H  -2.18897  3.20190  3.92347
H  -0.46364  3.37632  3.56269
H  -2.04966  1.40567  6.30216
H  -1.90406  -0.18510  5.56672
H  -3.07329  0.98298  4.93096
H  0.41613  1.64744  6.05314
H  1.18967  1.64410  4.46276
H  0.62123  0.13785  5.15864
H  -3.41387  -0.56050  0.47983
H  -2.19082  0.31379  -0.46556
H  -3.85849  0.88933  -0.41574
H  -4.25155  0.44776  2.71925
H  -4.82636  1.76977  1.70505
H  -3.82871  2.12051  3.10928
H  -1.61463  2.70315  0.10506
H  -2.10317  3.40840  1.65029
H  -3.29536  3.14721  0.37623
H  -3.49688  -1.66652  2.33428
H  -3.05686  -1.38477  4.02432
H  -2.86811  -2.98674  3.31440
H  -1.62347  -1.95773  0.52789
H  -1.31275  -3.41117  1.48615
H  0.01385  -2.30880  1.12055
H  -0.56502  -1.71152  4.72439
H  0.67830  -1.88266  3.46791
H  -0.43350  -3.21109  3.80982


The structure with the least stability is #i.